{
  "formula": "Cl4Mg",
  "method": "wB97M-V/def2-TZVPD",
  "symbols": ["Mg", "Cl", "Cl", "Cl", "Cl"],
  "xyz": [[-0.15515, 0.01716, -0.12251], [0.62434, 1.33516, 1.53433], [-2.57132, 1.06843, -0.01776], [1.34751, 0.10507, -2.03737], [0.75464, -2.52583, 0.64329]],
  "forces_ev_per_angstrom": [[-0.76, 1.16, -0.04], [0.36, -0.20, 0.23], [1.04, -0.95, -0.38], [-0.54, -0.62, 0.68], [-0.10, 0.61, -0.50]],
  "lowdin_spin": [-0.0198, 0.0133, 0.0002, 0.2482, 0.7581],
  "fmax_ha_per_bohr": 0.028,
  "lumo_energy_ev": [2.965, -2.244],
  "spin_multiplicity": 2,
  "s2": 0.7562,
  "gap_ha": [0.31504, 0.12346],
  "charge": -1
}

---

{
  "formula": "C2H2NO2S",
  "method": "wB97M-V/def2-TZVPD",
  "symbols": ["C", "C", "N", "O", "O", "S", "H", "H"],
  "xyz": [[0.10308, 0.48387, -0.90060], [0.55481, -0.77747, -0.68175], [-0.52440, 0.19915, 1.15129], [-1.05029, 0.63590, 2.52785], [-0.50557, 1.03132, 0.14312], [0.16500, -1.25862, 0.92760], [0.17465, 1.09405, -1.79140], [1.08273, -1.40819, -1.37610]],
  "forces_ev_per_angstrom": [[0.47, -0.87, -0.14], [-0.22, 0.22, 0.39], [-2.60, 0.69, 6.36], [2.10, -1.31, -5.28], [-0.62, 2.78, -1.03], [0.91, -1.45, -0.47], [-0.08, 0.06, 0.15], [0.03, -0.11, 0.01]],
  "lowdin_spin": [0.1041, 0.1182, 0.3138, 0.8842, 0.1804, 0.3970, 0.0021, 0.0002],
  "fmax_ha_per_bohr": 0.134,
  "lumo_energy_ev": [-5.182, -8.641],
  "spin_multiplicity": 3,
  "s2": 2.0110,
  "gap_ha": [0.32001, 0.31462],
  "charge": 1
}

---

{
  "formula": "C17H19BN6O2Pt",
  "method": "wB97M-V/def2-TZVPD",
  "symbols": ["C", "N", "N", "C", "C", "B", "N", "N", "C", "C", "C", "Pt", "N", "N", "C", "C", "C", "H", "H", "H", "H", "H", "H", "H", "H", "H", "H", "H", "C", "H", "H", "H", "O", "C", "O", "C", "C", "C", "C", "C", "C", "H", "H", "H", "H", "H"],
  "xyz": [[0.12586, -1.88759, -1.98289], [0.62669, -0.67267, -1.65645], [1.99156, -0.80595, -1.47578], [2.34879, -2.03289, -1.93451], [1.20723, -2.73714, -2.22374], [3.00740, 0.25390, -0.95751], [2.42130, 1.50165, -1.76280], [1.10197, 1.88479, -1.98914], [1.12199, 3.06575, -2.66888], [2.43260, 3.33040, -3.03810], [3.21064, 2.32757, -2.49437], [-0.63696, 0.96191, -1.66442], [3.36709, 0.19334, 0.69380], [2.26027, 0.16318, 1.46710], [2.56299, 0.17779, 2.75254], [3.96558, 0.10209, 2.88966], [4.44993, 0.11480, 1.55727], [1.77967, 0.24183, 3.49825], [5.47697, 0.05931, 1.22922], [4.50684, 0.04260, 3.82060], [4.10332, 0.01163, -1.43279], [4.27731, 2.15188, -2.55593], [3.37896, -2.32047, -2.08374], [2.78011, 4.17338, -3.61837], [1.16995, -3.74815, -2.57185], [0.21492, 3.62912, -2.84988], [-0.92550, -2.12304, -2.05960], [-0.44021, 1.92642, -0.08579], [-1.31725, 2.46542, -0.57188], [-0.95998, 3.48727, -0.70792], [-1.72557, 2.08341, -1.62399], [-2.11848, 2.39400, 0.17377], [-2.88433, -1.50387, -1.05209], [-2.49694, -0.98578, 0.01504], [-1.45057, -0.26097, 0.18555], [-3.37512, -1.28248, 1.22756], [-2.92758, -1.50814, 2.54048], [-3.84435, -1.81035, 3.56610], [-5.22087, -1.85431, 3.29723], [-5.67513, -1.57982, 1.99765], [-4.75299, -1.30381, 0.98377], [-1.86101, -1.47430, 2.76236], [-3.49287, -2.02201, 4.58280], [-5.93381, -2.09475, 4.08928], [-6.74385, -1.59736, 1.76526], [-5.10656, -1.13756, -0.03291]],
  "forces_ev_per_angstrom": [[0.14, 2.56, 0.49], [-2.52, -3.18, -0.75], [1.77, -3.08, -0.86], [1.63, 3.49, 1.32], [-1.02, -2.05, -0.59], [1.65, 0.37, -0.14], [0.37, -0.47, 0.45], [-0.11, 1.21, -0.32], [0.78, -0.05, -0.01], [-0.57, 0.73, -0.31], [-0.73, -0.26, 0.86], [4.85, -7.34, -0.15], [0.59, -0.01, -0.07], [-1.69, 0.43, 0.36], [0.64, -0.06, -0.01], [-1.68, 0.17, 0.95], [-0.55, 0.15, -3.02], [0.27, -0.16, -0.02], [0.07, 0.04, -0.17], [0.35, -0.01, -0.08], [-0.74, 0.12, 0.02], [-0.08, 0.07, 0.09], [0.15, -0.01, 0.35], [-0.06, -0.09, -0.07], [-0.09, -0.48, -0.19], [0.11, -0.11, -0.21], [-0.27, 0.36, -0.15], [-0.79, 1.42, 1.26], [0.27, 2.83, 3.50], [-0.44, -0.05, -0.33], [-2.14, 2.36, -0.53], [-0.20, -0.11, -0.75], [1.32, 1.65, 1.23], [-2.06, -2.30, -1.43], [0.62, 1.57, -0.54], [1.05, 0.34, 1.35], [0.97, 0.56, -2.46], [-1.35, -0.44, 1.05], [-0.64, 0.16, -0.69], [-0.82, -0.61, 2.38], [0.66, 0.08, -1.40], [-0.27, 0.01, 0.00], [-0.06, 0.11, -0.42], [0.26, 0.09, -0.25], [0.35, 0.00, 0.11], [0.02, 0.00, 0.17]],
  "lowdin_spin": [0.0751, 0.1784, 0.1336, 0.1419, 0.4059, 0.0039, 0.0189, 0.1608, 0.0140, 0.0369, 0.0469, 0.3926, 0.0353, 0.2981, -0.0032, 0.3305, 0.3299, -0.0045, 0.0100, 0.0105, 0.0009, 0.0016, 0.0022, 0.0019, 0.0140, 0.0014, -0.0001, 0.0082, 0.0162, -0.0001, 0.0017, -0.0018, 0.0322, 0.0166, 0.2528, 0.0510, 0.2070, 0.2776, 0.0087, 0.1670, 0.2988, 0.0066, 0.0089, -0.0028, 0.0042, 0.0095],
  "fmax_ha_per_bohr": 0.171,
  "lumo_energy_ev": [-14.785, -16.942],
  "spin_multiplicity": 5,
  "s2": 6.0901,
  "gap_ha": [0.23868, 0.15343],
  "charge": 4
}